[1]
DFT (ωB97M-V/def2-TZVPD) results for 6 unconnected molecules or ions with the total composition C28H75ClN5O8PS2 at a distorted geometry.

Its SMILES is CC[C@H](Cl)[PH](C)(S)CCCCS(=O)(=O)O.COC[C@@H](C)N.COC[C@@H](C)N.COC[C@@H](C)N.COC[C@@H](C)N.COC[C@@H](C)N. As for the frontier orbital gap: 0.33146 hartree. The HOMO energy is -0.316 Eh. As for the spin multiplicity: 1. The calculation puts the LUMO energy at 0.422 eV. The total charge is 0.

Structure (XYZ):
```
120
C28H75ClN5O8PS2, DFT ωB97M-V/def2-TZVPD
C 3.3540 -0.0814 -5.6536
C 2.4616 -1.2122 -6.2070
C 1.1378 -1.4245 -5.3982
Cl 0.6115 0.1897 -4.7453
P 1.4494 -2.7529 -4.0351
C 1.2885 -4.0604 -5.3896
S 2.0194 -4.3186 -2.5760
C -0.1028 -2.3663 -3.0952
C 0.0726 -1.4189 -1.8795
C 0.6024 -2.0336 -0.5622
C 0.5813 -0.8750 0.4911
S 2.1278 -0.6407 1.3922
O 1.8148 -0.5013 2.8062
O 2.8000 0.5557 0.9095
O 3.0655 -1.9346 1.1927
H 4.3724 -0.1888 -6.0523
H 3.0139 0.9061 -5.9665
H 3.4601 -0.1479 -4.5677
H 2.2616 -1.0779 -7.2744
H 3.0875 -2.1145 -6.1271
H 0.3482 -1.7477 -6.0806
H 2.6923 -2.1067 -3.7930
H 1.3122 -5.0597 -4.9618
H 2.0335 -3.9350 -6.1766
H 0.2917 -3.9454 -5.8352
H 3.0229 -5.0028 -3.1793
H -0.8641 -1.9412 -3.7532
H -0.5131 -3.3209 -2.7368
H 0.6899 -0.5508 -2.1256
H -0.9287 -1.0186 -1.6560
H 0.0560 -2.9201 -0.2369
H 1.6561 -2.2830 -0.7229
H -0.2654 -0.9297 1.1814
H 0.4500 0.0578 -0.0662
H 3.9701 -1.5807 1.2721
C 2.4690 -0.0364 -10.9753
O 1.7975 0.3641 -9.7941
C 1.3811 1.7188 -9.7730
C 0.0536 1.9919 -10.4977
C 0.1789 2.0111 -12.0178
N -0.9853 1.0290 -10.1191
H 3.0760 0.7717 -11.3919
H 1.7612 -0.3974 -11.7247
H 3.1273 -0.8663 -10.7162
H 1.2413 1.9602 -8.7154
H 2.1819 2.3719 -10.1424
H -0.2798 2.9866 -10.1872
H 0.2663 1.0088 -12.4373
H -0.7072 2.4654 -12.4617
H 1.0468 2.5933 -12.3350
H -1.1434 1.0902 -9.1167
H -0.6003 0.0969 -10.2502
C -4.0944 -1.6781 2.2981
O -2.7141 -1.7545 2.5979
C -2.3900 -1.5798 3.9754
C -2.5414 -2.8456 4.8329
C -3.9891 -3.1845 5.1745
N -1.9154 -4.0074 4.1994
H -4.6086 -0.9558 2.9378
H -4.5694 -2.6585 2.3852
H -4.1927 -1.3533 1.2607
H -1.3376 -1.2899 3.9863
H -2.9457 -0.7423 4.3965
H -2.0220 -2.6560 5.7770
H -4.5205 -3.6242 4.3297
H -4.0241 -3.9129 5.9856
H -4.5354 -2.2964 5.4996
H -0.9265 -3.8129 4.0646
H -2.2808 -4.0638 3.2513
C -2.1623 -4.9017 0.2074
O -0.8985 -5.1385 0.7997
C -0.7954 -6.3547 1.5289
C -0.5017 -7.5898 0.6689
C -1.7155 -8.1030 -0.0995
N 0.5889 -7.3351 -0.2729
H -2.9790 -5.2881 0.8239
H -2.2134 -5.3358 -0.7943
H -2.2856 -3.8209 0.1099
H 0.0491 -6.2108 2.2080
H -1.6829 -6.4966 2.1582
H -0.1880 -8.3897 1.3464
H -1.9495 -7.4813 -0.9640
H -1.5249 -9.1092 -0.4739
H -2.5989 -8.1473 0.5416
H 1.4264 -7.0914 0.2491
H 0.3586 -6.4776 -0.7707
C -0.7609 4.7251 5.1697
O -0.6810 4.0099 3.9506
C 0.2072 2.9032 3.9658
C -0.3829 1.6179 4.5635
C -0.4609 1.6315 6.0875
N -1.7119 1.3226 4.0225
H 0.1981 4.7520 5.6944
H -1.5328 4.3032 5.8182
H -1.0546 5.7490 4.9334
H 0.4429 2.7069 2.9163
H 1.1510 3.1742 4.4544
H 0.2838 0.7978 4.2795
H -1.2834 2.2463 6.4551
H -0.6258 0.6207 6.4644
H 0.4674 2.0026 6.5262
H -1.6342 1.2102 3.0141
H -2.2859 2.1566 4.1282
C 1.5894 10.5329 8.4066
O 0.4300 9.7851 8.7264
C -0.2812 9.2774 7.6121
C 0.2789 7.9661 7.0380
C 1.5388 8.1542 6.1992
N 0.5510 6.9800 8.0888
H 1.4629 11.1031 7.4822
H 2.4647 9.8843 8.3282
H 1.7672 11.2326 9.2234
H -1.2909 9.0776 7.9818
H -0.3768 10.0456 6.8342
H -0.4891 7.5523 6.3778
H 2.4218 8.3282 6.8141
H 1.7338 7.2585 5.6083
H 1.4308 8.9924 5.5075
H -0.3138 6.7763 8.5827
H 1.1312 7.4333 8.7903
```



[2]
DFT (ωB97M-V/def2-TZVPD) results for 3 unconnected molecules or ions with the total composition C7H23F3O9P3 at a distorted geometry.

As for the frontier orbital gap: 0.20802 hartree. The HOMO energy is -0.129 Eh. As for the spin multiplicity: 1. The calculation puts the LUMO energy at 2.147 eV. The total charge is -1.

Structure (XYZ):
```
45
C7H23F3O9P3, DFT ωB97M-V/def2-TZVPD
O -2.0318 4.7731 -1.1715
P -2.4175 3.0760 -1.1460
C -4.3179 3.3696 -1.1383
F -4.9389 2.1390 -0.6411
F -4.7820 4.4017 -0.2403
F -4.9061 3.5494 -2.4663
H -2.7698 5.3277 -1.5168
H -2.3822 2.9887 -2.6029
H -0.9918 2.7677 -1.0607
H -2.4713 3.1019 0.3131
H -2.6784 1.6476 -1.0795
C 1.3382 -0.8927 -1.0652
O 1.5683 -0.9313 -2.4658
P 0.4957 -0.2010 -3.4075
O 0.3278 1.2511 -3.1627
O -0.8448 -1.0653 -3.2079
C -0.7871 -2.4731 -3.3469
O 0.9901 -0.5932 -4.8839
C 0.1675 -0.1895 -5.9649
H 2.2483 -0.5610 -0.5641
H 0.5193 -0.2181 -0.8031
H 1.0927 -1.9015 -0.7236
H -1.0281 -2.9321 -2.3857
H 0.1970 -2.8196 -3.6717
H -1.5322 -2.7817 -4.0832
H -0.3210 0.7661 -5.7606
H -0.5898 -0.9560 -6.1489
H 0.7881 -0.0861 -6.8565
C 4.3737 -1.1387 4.1610
O 3.2066 -1.8727 3.8301
P 1.9013 -1.0376 3.4153
O 2.0658 -0.1681 2.2237
O 1.5016 -0.2534 4.7596
C 1.3870 -0.9749 5.9737
O 0.7735 -2.1694 3.2819
C -0.5535 -1.7308 3.0328
H 5.2171 -1.5427 3.5989
H 4.2678 -0.0754 3.9325
H 4.5702 -1.2563 5.2293
H 2.1490 -0.6170 6.6694
H 1.5099 -2.0511 5.8315
H 0.4005 -0.7842 6.4005
H -0.5686 -0.8342 2.4088
H -1.0500 -1.5232 3.9839
H -1.0940 -2.5275 2.5198
```



[3]
DFT (ωB97M-V/def2-TZVPD) results for a single C2H4Cl2N6 molecule at a distorted geometry.

Its SMILES is NC(=N/Cl)/N=N/C(N)=N\Cl. For the relative energy (zero: lowest compared OMol25 entry of this formula, charge and spin), the calculation gives 1.322 eV. As for the frontier orbital gap: 0.27510 hartree. The HOMO energy is -0.341 Eh. As for the spin multiplicity: 1. The calculation puts the LUMO energy at -1.803 eV. The total charge is 0.

Structure (XYZ):
```
14
C2H4Cl2N6, DFT ωB97M-V/def2-TZVPD
N 0.9764 1.2555 1.7028
C 1.0523 -0.0069 1.3498
N 2.1909 -0.6376 1.6096
Cl 2.1535 -2.3813 1.1436
N 0.0977 -0.5866 0.3757
N -0.4311 0.3905 -0.2217
C -1.3790 -0.0256 -1.1847
N -1.5710 -1.4061 -1.2282
N -2.1192 0.8198 -1.8762
Cl -1.6153 2.4690 -1.3939
H 1.6863 1.9796 2.0594
H -0.0014 1.7293 1.4287
H -0.9808 -1.9766 -0.6089
H -1.8997 -1.8771 -2.1497
```